# 1
Formula: C4H4
Source: the OMol25 dataset
Level of theory: wB97M-V/def2-TZVPD

As for the HOMO energy: -0.3557 Ha. As for the multiplicity: 1. The value obtained for the LUMO energy is 1.004 eV. The calculation puts the HOMO-LUMO gap at 10.683 eV. Its SMILES is C#CC=C.

Positions of all 8 atoms, in Å:
C -2.188 0.213 0.070
C -1.048 -0.228 0.002
C 0.566 -0.635 0.024
C 1.452 0.370 0.047
H -3.180 0.283 -0.215
H 0.611 -1.639 0.009
H 2.555 0.273 0.003
H 1.232 1.363 0.060

=====

# 2
Formula: C4H4
Source: the OMol25 dataset
Level of theory: wB97M-V/def2-TZVPD

As for the HOMO energy (alpha / beta): -0.3309 / -0.3000 Ha. As for the multiplicity: 1. The value obtained for the LUMO energy (alpha / beta) is -0.411 / -0.658 eV. The calculation puts the HOMO-LUMO gap (alpha / beta) at 8.592 / 7.505 eV.

Positions of all 8 atoms, in Å:
C 0.876 1.671 0.295
C -0.016 1.055 1.061
C -0.470 -0.124 0.561
C -0.438 -1.009 -0.373
H 0.737 1.497 -0.738
H -0.148 1.357 2.104
H -1.184 -1.628 -0.604
H 0.566 -1.132 -0.840

=====

# 3
Formula: C4H40NO16
Source: the OMol25 dataset
Level of theory: wB97M-V/def2-TZVPD

As for the HOMO energy: -0.4748 Ha. As for the multiplicity: 1. The value obtained for the LUMO energy is -2.727 eV. The calculation puts the HOMO-LUMO gap at 10.192 eV. Its total charge is +1.

Positions of all 61 atoms, in Å:
C 0.038 -0.678 0.650
C -0.225 -0.543 -0.825
C -1.649 -0.137 -1.147
C -1.804 -0.254 -2.656
O -1.981 0.768 -3.307
N 0.935 0.471 1.069
H -0.820 -0.584 1.347
H 0.507 -1.653 0.922
H 0.515 -0.006 -1.387
H -0.109 -1.653 -1.105
H -2.512 -0.740 -0.686
H -1.961 0.808 -0.683
H -1.961 -1.232 -3.080
H 1.304 0.441 2.117
H 0.361 1.329 0.986
H 1.768 0.572 0.444
H -3.746 1.299 3.130
H -3.209 -0.149 2.808
O -3.978 0.373 3.024
H -2.378 -2.006 4.669
H -1.047 -2.942 4.134
O -1.423 -2.188 4.604
H 1.680 1.940 -4.513
H 0.525 1.208 -5.216
O 1.357 1.073 -4.765
H -3.047 3.244 -2.658
H -2.710 1.836 -1.854
O -3.008 2.738 -1.845
H 3.557 -2.137 -2.724
H 2.459 -1.121 -2.230
O 2.626 -2.056 -2.443
H -3.719 3.492 1.582
H -3.639 3.054 0.008
O -3.566 2.768 0.952
H -1.838 -2.955 1.252
H -3.260 -2.838 1.521
O -2.609 -2.542 0.879
H 3.806 0.924 -1.290
H 4.041 0.659 -2.752
O 3.895 0.181 -1.924
H 0.207 0.249 4.097
H -0.072 -0.974 3.162
O 0.558 -0.288 3.390
H 0.161 2.353 -2.425
H 0.697 3.779 -2.252
O 0.981 2.862 -2.388
H 4.657 -0.526 0.078
H 5.317 -1.781 0.655
O 4.523 -1.232 0.744
H 2.075 2.117 -1.270
H 2.893 2.964 -0.266
O 2.594 2.071 -0.431
H 2.262 -2.897 -0.865
H 2.812 -2.748 0.608
O 2.018 -2.909 0.086
H 0.176 -3.434 2.348
H -0.557 -4.761 2.242
O -0.568 -3.916 2.714
H -2.046 2.548 1.181
H -0.834 3.283 0.557
O -1.028 2.476 1.030

=====

# 4
Formula: C4H40O15S2
Source: the OMol25 dataset
Level of theory: wB97M-V/def2-TZVPD

As for the HOMO energy: -0.2706 Ha. As for the multiplicity: 1. The value obtained for the LUMO energy is 0.060 eV. The calculation puts the HOMO-LUMO gap at 7.423 eV.

Positions of all 61 atoms, in Å:
C 0.089 0.725 0.540
C 1.056 1.908 0.503
S 1.481 2.767 -1.063
S 2.528 4.420 -0.830
C 2.250 1.546 -2.080
C 1.173 0.987 -3.002
H 0.599 -0.258 0.484
H -0.678 0.716 -0.290
H -0.355 0.954 1.486
H 2.016 1.660 0.947
H 0.812 2.776 1.112
H 3.096 1.772 -2.767
H 2.652 0.705 -1.457
H 1.435 0.141 -3.660
H 0.733 1.837 -3.556
H 0.337 0.491 -2.493
H 5.479 0.417 -0.851
H 4.332 0.101 0.260
O 4.734 -0.122 -0.591
H -0.728 -0.950 3.629
H -1.115 -0.513 4.994
O -0.957 -0.144 4.115
H 2.933 -2.696 -0.724
H 1.971 -3.412 0.216
O 2.841 -3.012 0.179
H -4.239 2.858 -0.453
H -2.810 3.278 -0.387
O -3.487 3.017 -1.031
H -0.694 1.702 3.076
H -0.137 3.163 2.838
O 0.089 2.295 3.183
H -3.052 -1.827 -2.678
H -3.105 -0.283 -2.517
O -3.192 -1.144 -2.014
H -0.286 -1.361 -1.433
H 1.186 -1.938 -1.868
O 0.305 -2.114 -1.515
H -2.795 -0.475 1.693
H -4.007 -0.156 2.554
O -3.161 0.209 2.269
H -3.746 -2.009 -0.193
H -4.707 -1.073 0.524
O -4.121 -1.819 0.682
H -2.483 1.806 -2.242
H -2.085 1.457 -3.654
O -2.158 1.060 -2.778
H 3.579 -0.845 1.780
H 2.559 0.129 2.111
O 3.504 0.119 1.892
H -0.436 -3.136 2.135
H -1.658 -3.563 3.009
O -0.878 -3.006 2.986
H 0.062 -5.017 -0.177
H 0.180 -3.475 -0.332
O -0.199 -4.183 0.222
H 3.881 -2.189 -3.377
H 4.091 -1.107 -2.377
O 3.376 -1.572 -2.833
H -2.677 1.970 2.041
H -2.895 3.576 2.129
O -2.518 2.841 1.633

=====

# 5
Formula: C4H42O17
Source: the OMol25 dataset
Level of theory: wB97M-V/def2-TZVPD

As for the HOMO energy: -0.3824 Ha. As for the multiplicity: 1. The value obtained for the LUMO energy is -0.367 eV. The calculation puts the HOMO-LUMO gap at 10.039 eV.

Positions of all 63 atoms, in Å:
O 2.698 2.218 0.638
H 3.247 1.951 1.387
H 1.905 2.614 1.052
O 2.061 1.123 3.762
H 1.883 1.629 4.562
H 1.571 0.282 3.882
O -1.345 -0.759 4.437
H -1.425 0.135 4.784
H -0.557 -0.740 3.872
O 0.098 4.186 -1.149
H 0.428 3.834 -0.314
H -0.817 4.420 -0.952
O 1.441 -4.854 2.209
H 0.935 -4.031 2.183
H 0.770 -5.534 2.325
O 2.902 -2.184 1.765
H 3.313 -1.663 1.048
H 3.448 -2.978 1.835
O -2.588 3.618 0.658
H -2.967 4.381 1.112
H -2.528 2.934 1.334
O -1.954 -1.272 -2.707
H -2.428 -1.990 -3.144
H -1.519 -0.776 -3.435
O -1.348 -3.435 1.681
H -2.150 -3.959 1.586
H -1.601 -2.560 1.354
O -3.288 1.073 -1.384
H -3.090 0.414 -2.070
H -3.408 1.904 -1.856
O 3.260 -0.318 -0.625
H 2.355 -0.660 -0.637
H 3.192 0.546 -0.186
O 1.134 -2.908 -2.533
H 0.426 -3.000 -3.178
H 0.757 -2.346 -1.834
O -3.365 -1.691 -0.009
H -3.611 -0.762 0.090
H -2.816 -1.702 -0.805
O 1.394 -1.638 4.017
H 1.709 -2.397 4.519
H 1.771 -1.767 3.115
O 0.382 3.257 1.706
H 0.543 4.213 1.693
H 0.089 3.074 2.607
C -0.501 0.532 -0.059
C 0.254 -0.507 0.734
O 0.389 -1.696 -0.052
H -1.005 1.349 0.451
H -1.211 -0.013 -0.675
H 0.150 1.100 -0.733
H -0.381 -0.781 1.586
H 1.215 -0.159 1.118
H 0.728 -2.397 0.518
C 0.595 1.411 -4.002
C -0.620 1.470 -4.931
O -1.173 0.127 -5.010
H 1.022 2.377 -3.720
H 1.394 0.911 -4.555
H 0.378 0.881 -3.077
H -0.283 1.725 -5.937
H -1.371 2.188 -4.620
H -0.486 -0.401 -5.431

=====

# 6
Formula: C4H4AgO
Source: the OMol25 dataset
Level of theory: wB97M-V/def2-TZVPD

As for the HOMO energy: -0.4653 Ha. As for the multiplicity: 1. The value obtained for the LUMO energy is -6.901 eV. The calculation puts the HOMO-LUMO gap at 5.761 eV. Its total charge is +1.

Positions of all 10 atoms, in Å:
H 0.394 1.868 0.265
C -2.006 -0.347 0.460
C -1.069 0.230 -0.303
C 0.213 0.775 0.162
C 1.382 0.191 0.044
O 2.411 -0.374 0.099
Ag 4.752 -1.541 -0.910
H -1.897 -0.460 1.542
H -2.937 -0.697 0.014
H -1.244 0.355 -1.373

=====

# 7
Formula: C4H4AgO2
Source: the OMol25 dataset
Level of theory: wB97M-V/def2-TZVPD

As for the HOMO energy (alpha / beta): -0.4438 / -0.4987 Ha. As for the multiplicity: 3. The value obtained for the LUMO energy (alpha / beta) is -5.714 / -6.346 eV. The calculation puts the HOMO-LUMO gap (alpha / beta) at 6.362 / 7.224 eV. Its total charge is +1.

Positions of all 11 atoms, in Å:
O -1.579 2.264 1.488
C -1.752 1.100 1.158
C -0.511 0.453 0.752
H -2.744 0.668 0.931
H 0.211 0.216 1.541
C -0.257 -0.353 -0.656
C 1.009 -0.715 -1.134
O 2.152 -0.484 -0.805
Ag 4.124 -1.179 -0.903
H -1.043 -0.149 -1.388
H 0.392 -1.822 -0.983

=====

# 8
Formula: C4H4AuLiO5
Source: the OMol25 dataset
Level of theory: wB97M-V/def2-TZVPD

As for the HOMO energy (alpha / beta): -0.4886 / -0.5205 Ha. As for the multiplicity: 4. The value obtained for the LUMO energy (alpha / beta) is -3.998 / -8.018 eV. The calculation puts the HOMO-LUMO gap (alpha / beta) at 9.298 / 6.147 eV. Its total charge is +1.

Positions of all 15 atoms, in Å:
O -0.604 1.778 -0.441
O -0.674 0.075 0.930
C 1.637 -1.571 -0.346
C 2.880 -0.770 -0.113
O 2.537 0.582 0.077
C -1.273 0.956 0.244
H 1.311 -2.319 0.382
H 1.049 -1.394 -1.253
H 3.559 -0.871 -0.981
H 3.421 -1.161 0.768
O -3.422 -0.118 0.400
O -3.393 2.014 -0.170
C -2.816 0.953 0.165
Au 0.852 0.884 0.265
Li -5.062 0.962 0.074

=====

# 9
Formula: C4H4BaO2
Source: the OMol25 dataset
Level of theory: wB97M-V/def2-TZVPD

As for the HOMO energy (alpha / beta): -0.3293 / -0.4196 Ha. As for the multiplicity: 2. The value obtained for the LUMO energy (alpha / beta) is -3.695 / -3.824 eV. The calculation puts the HOMO-LUMO gap (alpha / beta) at 5.266 / 7.593 eV. Its total charge is +1.

Positions of all 11 atoms, in Å:
O -1.715 2.482 1.718
C -2.025 1.323 1.398
C -0.776 0.802 1.018
H -3.045 0.973 1.173
H -0.096 0.482 1.818
C -0.111 -0.686 -0.858
C 1.156 -0.886 -1.231
O 2.326 -0.840 -1.022
Ba 5.180 -1.450 -1.491
H -0.814 -0.270 -1.586
H -0.079 -1.931 -0.938

=====

# 10
Formula: C4H4Br2
Source: the OMol25 dataset
Level of theory: wB97M-V/def2-TZVPD

As for the HOMO energy (alpha / beta): -0.3314 / -0.3000 Ha. As for the multiplicity: 1. The value obtained for the LUMO energy (alpha / beta) is -0.471 / -0.276 eV. The calculation puts the HOMO-LUMO gap (alpha / beta) at 8.548 / 7.888 eV.

Positions of all 10 atoms, in Å:
C 1.420 0.360 -0.315
C 0.204 0.086 0.070
C -0.758 0.586 -0.943
C -0.139 -0.841 1.182
Br -1.567 2.178 -0.605
Br -0.557 0.175 -2.746
H 1.860 0.696 -1.142
H -0.066 -0.206 2.122
H 0.603 -1.632 1.345
H -1.000 -1.401 1.031

=====

# 11
Formula: C4H4Br2
Source: the OMol25 dataset
Level of theory: wB97M-V/def2-TZVPD

As for the HOMO energy (alpha / beta): -0.3283 / -0.3283 Ha. As for the multiplicity: 1. The value obtained for the LUMO energy (alpha / beta) is -1.872 / -1.872 eV. The calculation puts the HOMO-LUMO gap (alpha / beta) at 7.061 / 7.060 eV.

Positions of all 10 atoms, in Å:
C 1.005 0.135 0.231
C -0.193 0.054 0.217
C 2.428 -0.051 0.371
C -2.670 -0.045 -0.541
Br -3.494 1.608 0.084
Br -3.509 -1.536 0.097
H 2.938 0.616 -0.277
H 2.841 0.069 1.444
H 2.834 -0.934 -0.131
H -2.180 0.086 -1.496

=====

# 12
Formula: C4H4Br9Cl3
Source: the OMol25 dataset
Level of theory: wB97M-V/def2-TZVPD

As for the HOMO energy (alpha / beta): -0.4683 / -0.4683 Ha. As for the multiplicity: 2. The value obtained for the LUMO energy (alpha / beta) is -5.361 / -10.351 eV. The calculation puts the HOMO-LUMO gap (alpha / beta) at 7.383 / 2.392 eV. Its total charge is +1.

Positions of all 20 atoms, in Å:
C 0.406 0.708 4.162
Br -0.954 2.004 4.721
Br 0.945 -0.227 5.831
Br 1.866 1.684 3.188
H -0.162 0.077 3.479
C 0.473 -1.997 -0.604
Br -1.163 -2.861 -1.266
Br 2.130 -2.934 -1.134
Br 0.294 -1.646 1.317
H 0.594 -0.955 -0.899
C 3.242 2.729 -0.108
Br 4.785 1.564 -0.649
Br 1.530 1.748 -0.375
Br 3.326 4.358 -1.224
H 3.277 2.975 0.954
C -4.030 -1.459 -3.479
Cl -4.398 0.215 -3.891
Cl -4.246 -2.558 -4.800
Cl -4.930 -1.967 -2.049
H -2.984 -1.459 -3.172

=====

Calculated electronic energy, -154.67607 -154.58869 -1434.74801 -2101.33152 -1456.66747 -376.64838 -451.73978 -673.71567 -330.25316 -5302.66138 -5302.59677 -24701.06498 hartree (same order as the records).